The following is a quantum chemistry calculation of C6H14IrO3 as an isolated structure at a distorted geometry, from the OMol25 dataset.

total charge	+2
relative energy (zero: lowest compared OMol25 entry of this formula, charge and spin)	38.2	kJ/mol
frontier orbital gap (alpha / beta)	0.322 / 0.276	Ha
strongest force on any atom	0.088	hartree/bohr
spin multiplicity	6
⟨S²⟩	8.76

Positions of all 24 atoms, in Å:
C1 1.78637 0.74273 2.68172
O1 1.24247 1.85823 2.05259
C2 1.70119 -0.49451 1.78999
O2 0.34382 -0.52645 1.30046
C3 0.02772 -1.30753 0.21584
C4 -1.35199 -0.99332 -0.24801
O3 -1.44523 0.44123 -0.31504
C5 -2.53552 0.91082 -1.10611
Ir1 -0.25564 1.37978 0.97713
H1 1.26511 0.51934 3.63440
H2 2.85399 0.88635 2.93123
H3 1.91086 -1.42736 2.32965
H4 2.36732 -0.40235 0.91953
H5 0.39625 -2.33428 0.22350
H6 0.88375 -0.47838 -1.52798
H7 -2.15187 -1.36658 0.41623
H8 -1.50762 -1.42919 -1.24476
H9 -2.50309 2.00427 -1.09812
H10 -2.42582 0.54311 -2.13459
H11 -3.47878 0.55819 -0.66773
C6 0.77536 0.11265 -2.57195
H12 0.47132 1.14407 -2.35959
H13 1.70446 0.04732 -3.14746
H14 -0.07446 -0.38815 -3.05095